No. 1
Here is a structure of composition C5H7NO from the Open Molecules 2025 dataset. Energies are from wB97M-V/def2-TZVPD.

```
14
Properties=species:S:1:pos:R:3:nbo_charge:R:1
C -0.68392 0.55522 -1.17499 0.66
C 0.76705 -0.79472 -0.02247 -0.04
C -0.48088 -0.81101 0.72899 -0.41
C -0.45124 0.80641 0.33088 -0.31
C 1.05953 0.83734 0.64571 -0.38
H 0.36738 -1.14166 -2.08567 0.41
H 1.29607 -1.80817 -0.05457 0.22
H -0.22809 -0.76000 1.68949 0.18
H -1.56374 -1.36965 0.70651 0.23
H -1.25755 1.40495 0.65934 0.24
H 1.25758 0.71549 1.70945 0.22
H 1.42408 1.67765 0.00429 0.24
N 0.20686 -0.46838 -1.40747 -0.64
O -1.71314 1.15652 -1.72948 -0.62
```

Computed properties:
E_HOMO: -9.38 eV
ΔE to the lowest compared entry with this formula, charge and spin: 93.1 kcal/mol
LUMO: 0.88 eV



No. 2
Here is the molecule C5H7NO from the Open Molecules 2025 dataset. Energies are from wB97M-V/def2-TZVPD.

```
14
Properties=species:S:1:pos:R:3:nbo_charge:R:1
C 0.65691 -1.67475 -0.07907 -0.26
C 1.19390 -0.53639 0.40779 -0.08
C 0.54116 0.82482 0.50762 -0.49
C -0.74773 1.19078 -0.29363 -0.07
O -1.88065 0.44474 0.04191 -0.40
N -1.33932 -0.71421 0.53657 -0.12
C -0.73287 -1.39029 -0.39629 0.02
H 1.10273 -2.59408 -0.23992 0.22
H 2.16572 -0.37635 0.74045 0.20
H 1.07073 1.67007 0.17285 0.22
H 0.46704 1.02475 1.53199 0.23
H -1.08840 2.31195 -0.23213 0.21
H -0.36139 1.02028 -1.29750 0.16
H -1.04782 -1.20131 -1.40063 0.17
```

Computed properties:
E_HOMO (alpha / beta): -8.96 / -8.96 eV
ΔE to the lowest compared entry with this formula, charge and spin: 121.1 kcal/mol
LUMO (alpha / beta): 0.51 / 0.51 eV



No. 3
Here is a cluster of 3 separate species, C5H7NO in total from the Open Molecules 2025 dataset. Energies are from wB97M-V/def2-TZVPD.

```
14
Properties=species:S:1:pos:R:3:nbo_charge:R:1
C 0.75005 -0.52438 -1.57733 -0.21
C 0.68767 0.66196 -1.06138 -0.17
C 1.63084 -0.28917 -0.38457 -0.44
H 0.45556 -1.22639 -2.34311 0.23
H 0.30063 1.67014 -1.05958 0.24
H 1.35990 -0.72357 0.58337 0.18
H 2.70796 -0.16665 -0.52246 0.18
C -0.63270 1.71210 1.78836 0.06
N -0.47314 2.81690 1.49300 -0.34
H -0.78167 0.66344 2.01172 0.26
C -1.49603 -1.15415 0.26102 0.29
O -1.01967 -1.23180 1.37090 -0.54
H -1.49142 -2.01465 -0.43157 0.13
H -1.96646 -0.22774 -0.11671 0.13
```

Computed properties:
E_HOMO: -9.85 eV
ΔE to the lowest compared entry with this formula, charge and spin: 104.4 kcal/mol
LUMO: 0.43 eV



No. 4
Here is the molecule C5H7NO from the Open Molecules 2025 dataset. Energies are from wB97M-V/def2-TZVPD.

```
14
Properties=species:S:1:pos:R:3:nbo_charge:R:1
C -2.26747 1.00772 -0.61544 -0.24
C -1.29316 0.68280 0.01500 0.01
C 0.11390 0.35119 0.28445 -0.39
C 0.79535 0.99555 -0.96631 -0.58
C 0.21697 -1.18545 0.35765 0.69
N 0.78663 -1.71737 1.47992 -0.82
O -0.19535 -1.88896 -0.54197 -0.60
H -3.05527 1.31143 -1.27055 0.24
H 0.51896 0.82451 1.19025 0.23
H 1.76508 1.45041 -0.76151 0.21
H 0.11546 1.79273 -1.26737 0.23
H 0.88659 0.28480 -1.79321 0.23
H 0.68656 -2.71957 1.56221 0.40
H 0.92574 -1.18978 2.32690 0.39
```

Computed properties:
E_HOMO: -9.83 eV
ΔE to the lowest compared entry with this formula, charge and spin: 44.7 kcal/mol
LUMO: 0.83 eV



No. 5
Here is a structure of composition C5H7NO from the Open Molecules 2025 dataset. Energies are from wB97M-V/def2-TZVPD.

```
14
Properties=species:S:1:pos:R:3:nbo_charge:R:1
C 1.81809 -0.30965 0.42970 -0.60
C 0.54587 -0.63326 -0.39688 -0.37
C -0.36986 -1.59752 0.25787 0.17
N -0.86161 -1.66347 1.31729 -0.21
C -0.63556 0.35718 0.00519 0.59
O -0.91155 0.42655 1.22221 -0.53
C -1.38593 1.21132 -0.95145 -0.71
H 1.51760 0.00228 1.43103 0.24
H 2.48865 -1.17022 0.52020 0.23
H 2.39405 0.50808 -0.02878 0.22
H 0.83340 -0.84480 -1.44566 0.25
H -2.28908 1.48489 -0.40840 0.25
H -1.64577 0.80519 -1.93331 0.23
H -0.75411 2.09302 -1.09735 0.25
```

Computed properties:
E_HOMO: -9.76 eV
ΔE to the lowest compared entry with this formula, charge and spin: 80.4 kcal/mol
LUMO: 0.37 eV



No. 6
Here is the molecule C5H7NO from the Open Molecules 2025 dataset. Energies are from wB97M-V/def2-TZVPD.

```
14
Properties=species:S:1:pos:R:3:nbo_charge:R:1
C 0.29285 0.85702 1.58223 -0.62
C -0.35974 0.12388 0.44585 -0.02
N -0.96306 -1.21196 0.46316 -0.54
C 0.32696 -1.03992 -0.16908 -0.08
C 0.34988 -0.36322 -1.53307 -0.52
C -0.64288 0.65305 -0.96343 0.60
O -1.37804 1.47250 -1.44274 -0.51
H 1.37545 0.78540 1.39931 0.21
H 0.10002 0.37202 2.54109 0.24
H 0.02064 1.91473 1.59256 0.23
H -1.73469 -1.33062 -0.19259 0.36
H 1.15790 -1.53090 0.32211 0.20
H 0.16881 -0.92055 -2.45002 0.22
H 1.28590 0.21856 -1.59537 0.23
```

Computed properties:
E_HOMO: -9.41 eV
ΔE to the lowest compared entry with this formula, charge and spin: 57.7 kcal/mol
LUMO: 0.95 eV



No. 7
Here is the molecule C5H7NO from the Open Molecules 2025 dataset. Energies are from wB97M-V/def2-TZVPD.

```
14
Properties=species:S:1:pos:R:3:nbo_charge:R:1
H 2.37440 -0.36106 0.12734 0.35
N 1.50440 0.23863 0.18382 -0.66
C 0.38713 -0.35634 0.22064 0.27
C 0.04084 -1.80841 0.17408 -0.67
C -0.78446 0.46042 -0.02378 -0.32
C -0.76387 1.96582 -0.04041 -0.61
C -2.12904 -0.08402 -0.11293 0.74
O -3.23034 -0.47313 -0.34498 -0.45
H -1.02410 -1.95266 0.60022 0.21
H -0.03048 -2.16040 -0.86686 0.24
H 0.67481 -2.49878 0.71306 0.23
H -0.94579 2.23830 1.06438 0.21
H 0.18948 2.25471 -0.21731 0.25
H -1.56153 2.13396 -0.72680 0.22
```

Computed properties:
E_HOMO: -8.40 eV
ΔE to the lowest compared entry with this formula, charge and spin: 56.8 kcal/mol
LUMO: 0.72 eV



No. 8
Here is the molecule C5H7NO from the Open Molecules 2025 dataset. Energies are from wB97M-V/def2-TZVPD.

```
14
Properties=species:S:1:pos:R:3:nbo_charge:R:1
C 0.52499 1.47130 0.96443 -0.61
C -0.03868 0.84263 -0.33338 -0.41
C 0.00601 -0.71511 -0.38447 0.09
C 1.02315 -1.31640 0.45672 0.26
N 1.96934 -1.73734 0.97363 -0.30
C -1.21480 -1.39096 -0.82217 -0.07
O -0.05995 -1.70848 -1.53418 -0.44
H 0.00588 1.14020 1.87343 0.21
H 0.40345 2.56190 0.91835 0.22
H 1.59093 1.26949 1.09986 0.22
H -1.09601 1.13227 -0.39443 0.21
H 0.46780 1.28046 -1.19254 0.23
H -1.74341 -2.08284 -0.18047 0.19
H -1.83868 -0.74713 -1.44477 0.18
```

Computed properties:
E_HOMO: -10.69 eV
ΔE to the lowest compared entry with this formula, charge and spin: 60.1 kcal/mol
LUMO: 0.77 eV



Among the records above, which one has the lowest ΔE to the lowest compared entry with this formula, charge and spin?
number 4